--- a ---
Molecular formula: C3H5NS
Method: DFT, ωB97M-V/def2-TZVPD

Output
2S+1 = 1
Kohn-Sham gap = 8.91 eV
SMILES = S=CN1CC1
total charge = 0
HOMO energy = -8.8 eV

The geometry in XYZ format:
```
10
Properties=species:S:1:pos:R:3:lowdin_charge:R:1
C 1.19853 -0.56458 -0.31862 -0.802
C -0.61073 1.10233 -0.09189 -0.056
C -0.94833 -0.46846 0.34270 -0.096
H 1.16698 -1.53413 -0.80255 0.077
H -1.34826 1.57005 -0.59118 0.046
H 0.34908 1.51100 0.52372 0.113
H -2.07337 -1.00672 0.17444 0.147
H -0.37467 -0.77753 1.45492 0.163
N 0.04092 -0.05233 -0.73017 -0.225
S 2.59985 0.22037 0.03863 0.634
```

***

--- b ---
Molecular formula: C3H5NS
Method: DFT, ωB97M-V/def2-TZVPD

Output
2S+1 = 1
Kohn-Sham gap = 9.56 eV
total charge = 0
HOMO energy = -10.1 eV

The geometry in XYZ format:
```
10
Properties=species:S:1:pos:R:3:lowdin_charge:R:1
C -1.83723 -0.33213 0.13361 -0.204
C 0.90648 -0.66383 -0.10210 -0.192
C 0.13589 0.40834 0.61434 -0.571
N -2.92050 -0.65440 -0.02042 -0.010
S 0.17010 2.01528 -0.08555 0.775
H 0.86774 -1.59799 0.45091 0.082
H 0.49198 -0.83493 -1.09487 0.074
H 1.95118 -0.37355 -0.22562 0.081
H 0.14442 0.43025 1.69084 0.063
H 0.08994 1.60297 -1.36113 -0.098
```

***

b (1.611 eV below the next structure)

***

--- a ---
Molecular formula: C3H5NS
Method: DFT, ωB97M-V/def2-TZVPD

Output
2S+1 = 1
Kohn-Sham gap = 8.41 eV
SMILES = C=CC(N)=S
total charge = 0
HOMO energy = -8.3 eV

The geometry in XYZ format:
```
10
Properties=species:S:1:pos:R:3:lowdin_charge:R:1
C -0.15893 -0.82375 -0.51049 -0.880
C 0.33100 -0.33886 0.72606 -0.341
C 0.42296 0.89368 1.03827 -0.010
H -1.10833 -0.44451 -1.97497 0.021
H -1.52230 0.68867 -0.66463 0.144
H 0.86018 -0.97727 1.33019 0.062
H 1.06678 1.18920 2.04965 0.136
H 0.11283 1.64684 0.33323 0.053
N -1.01852 -0.06851 -1.15397 0.134
S 1.01431 -1.76550 -1.17334 0.680
```

***

--- b ---
Molecular formula: C3H5NS
Method: DFT, ωB97M-V/def2-TZVPD

Output
2S+1 = 1
Kohn-Sham gap = 8.49 eV
total charge = 0
HOMO energy = -8.8 eV

The geometry in XYZ format:
```
10
Properties=species:S:1:pos:R:3:lowdin_charge:R:1
C 1.87691 0.04444 0.65105 0.028
C -0.09378 0.23303 -2.48900 -0.577
C -0.24256 -0.23834 2.00532 -0.148
N 0.94348 -0.07026 1.34829 -0.136
S -0.95132 0.77927 -3.73820 0.600
H 0.62659 -0.51205 -2.83293 -0.006
H -0.20091 0.52428 -1.48539 -0.039
H -0.78076 0.75753 2.10779 0.117
H -0.91525 -0.74384 1.42585 0.046
H -0.26241 -0.77407 3.00721 0.117
```

***

a (0.670 eV below the next structure)

***

--- a ---
Molecular formula: C3H15N2O3
Method: DFT, ωB97M-V/def2-TZVPD

Output
2S+1 = 1
Kohn-Sham gap = 10.58 eV
total charge = +1
HOMO energy = -14.1 eV

The geometry in XYZ format:
```
23
Properties=species:S:1:pos:R:3:lowdin_charge:R:1
C -1.63334 -1.81608 0.98318 -0.125
C -0.39555 -1.50317 0.14877 -0.266
N 0.07324 -0.14230 0.26422 0.060
C 0.46576 0.39608 1.44584 -0.131
N 0.20547 1.67187 1.76509 0.140
H -1.53868 -2.60474 1.89641 0.110
H -1.98437 -0.89727 1.67238 0.102
H -2.58919 -2.29128 0.40161 0.115
H 0.35420 -2.18845 0.74961 0.154
H -0.38421 -1.94420 -0.87536 0.087
H -0.33717 0.46218 -0.40593 0.111
H 0.84732 -0.19870 2.22707 0.145
H -0.44107 2.20761 1.18479 0.085
H 1.10758 2.29702 2.10480 0.225
H -1.79845 -1.27306 -3.14959 0.005
H -0.92224 -2.39068 -2.62844 0.084
O -1.06310 -1.41139 -2.63153 -0.038
H 2.90301 -0.60264 -0.95756 0.065
H 3.44932 0.51950 -0.05021 -0.001
O 2.77921 -0.07979 -0.15725 -0.008
H -0.88871 2.39821 -1.75170 0.129
H -0.91858 3.45257 -0.59610 0.032
O -0.39498 2.72692 -0.89794 -0.080
```

***

--- b ---
Molecular formula: C3H15N2O3
Method: DFT, ωB97M-V/def2-TZVPD

Output
2S+1 = 1
Kohn-Sham gap = 9.16 eV
total charge = +1
HOMO energy = -12.1 eV

The geometry in XYZ format:
```
23
Properties=species:S:1:pos:R:3:lowdin_charge:R:1
C 1.63454 -2.00150 0.84097 -0.038
C 1.03798 -0.67255 0.51522 -0.283
C 1.23483 0.06605 -0.58230 -0.142
N 2.19012 -0.23529 -1.49866 0.104
N -0.05825 -0.23823 1.44804 0.209
H 1.27031 -2.81962 0.21487 0.097
H 1.44318 -2.31529 1.86879 0.082
H 2.72264 -1.96137 0.77568 0.087
H 0.58745 0.87351 -0.88010 0.117
H 2.89882 -0.91769 -1.28589 0.100
H 2.28920 0.20144 -2.39343 0.106
H -0.12788 0.78098 1.52001 0.145
H 0.19420 -0.57361 2.36898 0.143
H -0.92621 -0.63238 1.10529 0.131
H -2.43643 1.91746 -0.24257 0.059
H -1.36778 2.93686 -0.34253 0.055
O -1.58652 2.14434 0.16740 -0.055
H -1.63452 3.76144 -4.15259 0.033
H -1.23160 2.29989 -3.74423 0.023
O -1.07691 3.01424 -4.37900 -0.056
H -2.70232 -1.31599 3.33231 0.063
H -2.24608 -2.63315 2.67915 0.062
O -2.10880 -1.67953 2.66458 -0.044
```

***

b (1.772 eV below the next structure)

***

--- a ---
Molecular formula: CH14O6
Method: DFT, ωB97M-V/def2-TZVPD

Output
2S+1 = 1
Kohn-Sham gap = 10.94 eV
SMILES = CO.O.O.O.O.O
total charge = 0
HOMO energy = -10.4 eV

The geometry in XYZ format:
```
21
Properties=species:S:1:pos:R:3:lowdin_charge:R:1
C -1.64567 -0.86703 -1.07359 -0.126
O -0.38774 -1.35235 -1.55774 -0.156
H -1.55705 -0.60860 -0.02065 0.071
H -2.37411 -1.66904 -1.12764 0.076
H -2.04865 -0.02116 -1.62600 0.083
H -0.05297 -1.84278 -0.78034 0.027
H 0.22773 -1.10799 3.00427 0.093
H 0.20410 0.01949 1.95776 0.042
O 0.68314 -0.78961 2.21633 -0.004
H -0.33874 1.98931 0.89199 0.004
H -0.81560 2.70263 2.15364 0.051
O -0.47684 1.85862 1.84611 -0.065
H -0.05730 3.20105 -1.52391 0.048
H 0.82405 2.07481 -0.98864 -0.001
O 0.26436 2.83715 -0.69333 -0.089
H 0.80357 -1.88986 1.31610 -0.014
H 1.67871 -2.84049 0.39557 0.043
O 0.75904 -2.63630 0.58965 -0.112
H 2.18223 0.21124 -1.44094 0.063
H 0.71098 0.02473 -1.78871 0.022
O 1.41676 0.70618 -1.74993 -0.057
```

***

--- b ---
Molecular formula: CH14O6
Method: DFT, ωB97M-V/def2-TZVPD

Output
2S+1 = 1
Kohn-Sham gap = 10.91 eV
SMILES = CO.O.O.O.O.O
total charge = 0
HOMO energy = -10.2 eV

The geometry in XYZ format:
```
21
Properties=species:S:1:pos:R:3:lowdin_charge:R:1
C -1.72751 -1.23211 0.53282 -0.107
O -0.55051 -1.84185 1.10666 -0.163
H -2.01097 -1.90143 -0.24848 0.069
H -2.44113 -1.32135 1.34727 0.088
H -1.59892 -0.25216 0.06730 0.077
H 0.14233 -1.86862 0.43164 0.016
H 1.75971 0.21411 -3.12667 0.052
H 0.44229 0.72634 -2.44618 0.018
O 0.91934 -0.06574 -2.77640 -0.059
H -0.16737 2.01982 -0.40464 0.019
H -0.94794 2.66831 -1.57837 0.043
O -0.26513 2.02705 -1.40482 -0.085
H 0.60357 2.95623 1.46093 0.057
H -0.07855 1.61449 1.81826 0.016
O -0.16447 2.42104 1.25673 -0.067
H 0.92268 -1.34212 -1.63206 0.018
H 1.98937 -2.43478 -1.13783 0.053
O 1.26470 -1.87063 -0.87312 -0.061
H 1.39171 -0.12695 2.80476 0.056
H 0.01294 -0.57250 2.18850 0.029
O 0.50384 0.18287 2.61370 -0.070
```

***

b (0.129 eV below the next structure)

***

--- a ---
Molecular formula: S2
Method: DFT, ωB97M-V/def2-TZVPD

Output
2S+1 = 1
Kohn-Sham gap = 5.53 eV
total charge = 0
HOMO energy = -9.7 eV

The geometry in XYZ format:
```
2
Properties=species:S:1:pos:R:3:lowdin_charge:R:1
S -0.03833 -1.03436 0.72647 0.000
S 0.03833 1.03436 -0.72647 0.000
```

***

--- b ---
Molecular formula: S2
Method: DFT, ωB97M-V/def2-TZVPD

Output
2S+1 = 1
Kohn-Sham gap = 5.76 eV
total charge = 0
HOMO energy = -8.3 eV

The geometry in XYZ format:
```
2
Properties=species:S:1:pos:R:3:lowdin_charge:R:1
S 0.00000 0.00000 0.94309 0.000
S 0.00000 0.00000 -0.94309 0.000
```

***

--- c ---
Molecular formula: S2
Method: DFT, ωB97M-V/def2-TZVPD

Output
2S+1 = 1
Kohn-Sham gap = 4.08 eV
total charge = 0
HOMO energy = -9.4 eV

The geometry in XYZ format:
```
2
Properties=species:S:1:pos:R:3:lowdin_charge:R:1
S 0.00000 0.00000 1.79766 0.000
S 0.00000 0.00000 -1.79766 0.000
```

***

b (3.003 eV below the next structure)

***

--- a ---
Molecular formula: C3H5O3S2
Method: DFT, ωB97M-V/def2-TZVPD

Output
2S+1 = 1
Kohn-Sham gap = 8.65 eV
total charge = -1
HOMO energy = -5.1 eV

The geometry in XYZ format:
```
13
Properties=species:S:1:pos:R:3:lowdin_charge:R:1
C 0.80599 1.50439 -0.61028 -0.056
C -0.67304 1.74438 -0.35506 -0.092
C 0.30476 0.74476 0.32377 -0.279
O 1.79887 -0.28296 2.08580 -0.340
O -0.56163 -1.03607 1.86485 -0.355
O 1.12270 -1.64760 0.25094 -0.367
S -1.17352 -1.84447 -1.57487 0.313
S 0.70240 -0.69588 1.23191 0.359
H 1.59783 1.70034 -1.25929 0.074
H -0.06866 -1.63847 -0.56532 -0.169
H -0.82207 2.60618 0.34149 0.086
H -1.17921 1.27164 -1.19705 0.053
H -1.85443 -2.42623 -0.53689 -0.228
```

***

--- b ---
Molecular formula: C3H5O3S2
Method: DFT, ωB97M-V/def2-TZVPD

Output
2S+1 = 1
Kohn-Sham gap = 6.03 eV
total charge = -1
HOMO energy = -2.8 eV

The geometry in XYZ format:
```
13
Properties=species:S:1:pos:R:3:lowdin_charge:R:1
C 0.45514 1.45387 -0.05782 -0.486
C 1.23309 -0.75970 0.82761 -0.029
C 0.70874 0.03056 -0.32027 -0.429
O -0.42749 1.99630 -1.04083 0.024
O 1.04415 2.10793 0.77402 0.099
O 0.24212 -0.44338 -1.35268 -0.011
S -2.67893 -1.29473 -0.67713 0.032
S -2.12513 -0.07703 0.92580 -0.173
H 2.21346 -0.39071 1.24399 0.111
H 1.06294 -1.73037 0.66823 0.039
H 0.58877 -0.53838 1.68043 0.059
H -0.77459 1.14853 -1.38384 0.057
H -1.54227 -1.50289 -1.28750 -0.293
```

***

--- c ---
Molecular formula: C3H5O3S2
Method: DFT, ωB97M-V/def2-TZVPD

Output
2S+1 = 1
Kohn-Sham gap = 6.84 eV
total charge = -1
HOMO energy = -3.2 eV

The geometry in XYZ format:
```
13
Properties=species:S:1:pos:R:3:lowdin_charge:R:1
C 2.71593 0.82958 -0.67098 -0.797
C -0.30616 0.47373 -0.07987 -0.105
C 0.30304 -0.85578 0.35467 -0.341
O 3.95418 -1.28764 0.84895 -0.382
O 2.49546 -1.92226 -1.03572 -0.379
O 1.56278 -0.69419 0.94265 -0.311
S 3.86336 1.74654 0.00462 0.437
S 2.89408 -0.90579 -0.06377 0.505
H -1.31850 0.32090 -0.45516 0.062
H -0.33290 1.16043 0.76446 0.071
H 0.31694 0.91435 -0.85926 0.033
H 0.41600 -1.52331 -0.50889 0.096
H -0.33631 -1.33999 1.10542 0.110
```

***

b (2.207 eV below the next structure)